{
  "formula": "C6H14N2OS",
  "method": "ωB97M-V with the def2-TZVPD basis set",
  "species": ["C", "C", "C", "C", "C", "C", "N", "N", "O", "S", "H", "H", "H", "H", "H", "H", "H", "H", "H", "H", "H", "H", "H", "H"],
  "coordinates": [[-0.7351, 2.1774, 0.2585], [-0.9137, 2.1100, 1.7797], [1.8025, -1.1872, -1.6787], [-1.7796, -0.0017, -0.6965], [1.4850, -1.8555, -0.3579], [0.2880, -0.9253, 1.9636], [-1.5908, 1.0193, 0.2728], [-1.5722, 0.8189, 1.5783], [1.7031, 0.7034, 0.4556], [1.7751, -0.6516, 1.0627], [-1.1219, 3.0365, -0.2906], [0.2968, 1.9263, -0.0349], [-0.0144, 2.0696, 2.3821], [-1.6081, 2.8381, 2.1976], [1.5291, -0.1299, -1.6191], [2.8683, -1.2324, -1.8934], [1.2579, -1.6475, -2.5015], [-2.6548, -0.5932, -0.4253], [-1.9159, 0.4469, -1.6770], [-0.9064, -0.6641, -0.7087], [2.1423, -2.6994, -0.1522], [0.4500, -2.1927, -0.3093], [-0.1293, -1.9145, 1.8791], [0.3663, -0.5668, 2.9780]],
  "forces_ev_per_angstrom": [[0.695, 0.664, -0.346], [0.145, 0.540, -0.013], [0.071, 0.263, 0.052], [-0.177, -0.262, 0.105], [0.069, 0.172, 0.576], [0.273, 0.436, -0.243], [-0.318, 0.300, 0.022], [-0.025, -1.554, 0.212], [0.337, 0.675, -0.144], [-0.507, -1.063, -0.140], [-0.064, -0.008, 0.047], [-0.376, 0.088, -0.013], [0.115, -0.060, 0.018], [-0.054, 0.048, 0.018], [-0.009, -0.099, -0.116], [0.037, 0.017, -0.065], [0.010, -0.085, 0.006], [0.021, 0.032, -0.073], [-0.025, 0.007, -0.030], [0.087, -0.001, 0.003], [-0.068, -0.057, 0.012], [0.002, 0.018, 0.077], [-0.207, -0.222, -0.137], [-0.033, 0.151, 0.171]],
  "total_charge": 0,
  "e_above_lowest_kcal_mol": 135.3,
  "spin_multiplicity": 1,
  "e_tot_ev": -22306.4563,
  "lumo_ha": [-0.0099, 0.0328],
  "largest_force_ev_per_a": 1.57,
  "orbital_gap_ev": [6.588, 8.661]
}

{
  "formula": "C9H18Cl2LuOS",
  "method": "ωB97M-V with the def2-TZVPD basis set",
  "species": ["Lu", "Cl", "Cl", "C", "H", "H", "C", "C", "H", "C", "H", "C", "H", "H", "C", "H", "H", "C", "H", "H", "H", "H", "C", "S", "C", "O", "H", "H", "H", "H", "H", "H"],
  "coordinates": [[-1.2076, -1.3775, 0.9448], [-1.3980, -3.1503, -0.6972], [-2.4973, -1.7784, 2.9965], [-2.5664, 0.2361, 0.3913], [-2.8007, 1.0466, -0.2923], [-3.4852, 0.0610, 1.0111], [0.6946, 0.5800, -0.9690], [-0.4803, 1.2206, -1.1715], [1.3528, 0.8628, -0.1514], [-1.3256, 1.0256, -2.3925], [-0.8611, 1.8981, -0.4057], [-1.0844, -0.3384, -3.0388], [-2.3901, 1.1480, -2.1785], [-1.0505, 1.7892, -3.1422], [0.4142, -0.6049, -3.1978], [-1.5211, -1.1258, -2.4077], [-1.5746, -0.3786, -4.0186], [1.1858, -0.5140, -1.8689], [0.5611, -1.5898, -3.6480], [0.8203, 0.1427, -3.8941], [1.1105, -1.4875, -1.3379], [2.2546, -0.3728, -2.0987], [2.4363, -0.6376, 3.7806], [0.7291, -0.2864, 3.3081], [0.9053, 1.4461, 2.8216], [0.6821, -0.9657, 1.8809], [2.6296, -0.3367, 4.8268], [3.0641, -0.0983, 3.0635], [2.5867, -1.7204, 3.6956], [0.8382, 2.0377, 3.7446], [1.8775, 1.5610, 2.3220], [0.1001, 1.7076, 2.1234]],
  "forces_ev_per_angstrom": [[-2.201, 1.434, -0.864], [0.279, -1.027, -0.625], [0.076, -0.594, 0.843], [-0.015, -0.351, 0.862], [-0.120, 0.125, 0.017], [0.440, 0.117, -0.236], [-0.848, 0.638, -0.544], [1.013, -0.197, 0.460], [-0.293, -0.140, 0.186], [-0.012, -0.285, -0.606], [0.280, 0.007, -0.321], [0.062, -0.223, 0.288], [0.265, 0.013, 0.107], [-0.025, 0.073, 0.241], [-0.087, 0.188, 0.004], [0.002, 0.279, -0.147], [0.030, -0.042, 0.082], [0.176, -0.498, -0.298], [0.095, 0.022, 0.000], [0.053, -0.079, 0.046], [0.076, 0.349, -0.233], [-0.165, -0.073, 0.138], [0.108, 0.203, 0.209], [-0.083, -0.455, -2.410], [0.428, 0.032, 0.480], [1.071, 0.733, 2.502], [-0.137, 0.038, -0.547], [0.092, -0.257, 0.279], [-0.196, 0.290, -0.066], [0.070, 0.045, -0.327], [-0.251, 0.017, 0.209], [-0.179, -0.380, 0.271]],
  "total_charge": -1,
  "e_above_lowest_kcal_mol": 0.0,
  "spin_multiplicity": 1,
  "e_tot_ev": -81174.4739,
  "lumo_ha": 0.0761,
  "largest_force_ev_per_a": 2.82,
  "orbital_gap_ev": 3.232
}

{
  "formula": "C22H24ClN2O4S2V",
  "method": "ωB97M-V with the def2-TZVPD basis set",
  "species": ["V", "Cl", "C", "C", "C", "C", "O", "C", "C", "O", "C", "H", "H", "H", "H", "O", "C", "O", "C", "C", "C", "C", "C", "C", "S", "H", "H", "H", "H", "N", "C", "N", "C", "C", "C", "C", "C", "H", "H", "H", "H", "H", "H", "H", "H", "H", "H", "C", "S", "C", "H", "H", "H", "H", "H", "H"],
  "coordinates": [[-1.4908, 0.6694, 0.2599], [-7.4329, 2.4508, -3.5712], [-5.9621, 1.8837, -2.8695], [-5.2627, 0.8436, -3.4847], [-4.0726, 0.3731, -2.9588], [-3.5796, 0.9464, -1.7967], [-2.4376, 0.5233, -1.2435], [-4.2721, 1.9964, -1.1755], [-3.7405, 2.6218, 0.0040], [-2.6949, 2.2991, 0.5836], [-5.4755, 2.4631, -1.7200], [-5.6636, 0.4043, -4.3881], [-3.5242, -0.4243, -3.4394], [-4.2967, 3.4691, 0.4188], [-6.0226, 3.2611, -1.2343], [-1.2273, 1.4906, 4.0278], [-0.8090, 1.6713, 2.9295], [-1.0174, 0.7415, 1.9357], [0.0002, 2.8199, 2.4516], [0.2448, 3.8114, 3.4049], [1.0690, 4.8825, 3.1300], [1.6704, 4.9685, 1.8803], [1.4103, 4.0169, 0.9126], [0.5595, 2.9378, 1.1672], [0.3210, 1.8881, -0.2523], [-0.2283, 3.7061, 4.3719], [1.2521, 5.6376, 3.8816], [2.3326, 5.7929, 1.6503], [1.8497, 4.1149, -0.0722], [-0.5962, -1.1533, -0.0295], [-0.0715, -2.1731, -0.1919], [0.5602, -3.2805, -0.3874], [0.8372, -3.7709, -1.7538], [2.3417, -3.9670, -1.9175], [2.9790, -4.5110, -0.6237], [1.9409, -5.1858, 0.2705], [0.9177, -4.1634, 0.7512], [0.4398, -3.0526, -2.4677], [0.2923, -4.7070, -1.8822], [2.8069, -3.0172, -2.1787], [2.5015, -4.6540, -2.7502], [3.4311, -3.6832, -0.0712], [3.7764, -5.2116, -0.8657], [2.4112, -5.6299, 1.1474], [1.4448, -5.9969, -0.2667], [1.3465, -3.5389, 1.5357], [0.0177, -4.6413, 1.1419], [4.1582, 0.6384, -0.3601], [2.8001, -0.5295, -0.1952], [2.7393, -0.6500, 1.6024], [3.8813, 1.6036, 0.0654], [4.3584, 0.7612, -1.4227], [5.0583, 0.2661, 0.1263], [3.5458, -1.2706, 1.9914], [1.7809, -1.0869, 1.8826], [2.8009, 0.3443, 2.0458]],
  "forces_ev_per_angstrom": [[1.418, 0.442, -0.133], [-0.010, -0.021, 0.018], [-0.006, 0.072, 0.038], [0.096, -0.051, -0.003], [-0.131, 0.056, -0.090], [0.273, 0.085, 0.281], [-0.565, -0.308, -0.421], [-0.080, 0.052, 0.053], [0.006, 0.047, -0.105], [-0.045, -0.251, 0.197], [-0.053, -0.053, -0.056], [-0.003, 0.011, -0.005], [-0.003, -0.015, 0.017], [0.011, 0.016, -0.012], [0.029, 0.036, -0.027], [-0.011, 0.077, 0.139], [0.008, -0.148, -0.566], [-0.514, -0.028, 0.526], [0.030, 0.011, -0.003], [0.101, -0.034, 0.040], [0.001, -0.027, 0.002], [0.015, 0.012, -0.003], [-0.032, 0.038, -0.033], [-0.130, 0.122, -0.092], [-0.388, -0.044, 0.287], [0.036, -0.031, 0.012], [-0.017, 0.008, -0.005], [-0.003, -0.002, -0.006], [0.004, 0.003, 0.005], [-0.322, -0.010, 0.006], [0.223, 0.103, -0.098], [-0.203, -0.092, 0.062], [0.115, 0.033, 0.004], [0.013, -0.043, 0.007], [-0.050, -0.005, 0.001], [0.042, 0.040, -0.037], [0.013, -0.012, 0.031], [-0.012, 0.026, 0.028], [-0.018, 0.008, -0.013], [-0.008, -0.003, -0.022], [-0.001, 0.002, 0.002], [0.019, -0.002, -0.014], [0.025, 0.021, 0.019], [-0.016, -0.015, 0.001], [-0.005, -0.013, 0.023], [0.015, 0.018, -0.015], [-0.010, 0.002, -0.018], [0.019, 0.018, -0.002], [0.195, -0.235, -0.028], [-0.035, 0.045, 0.005], [0.006, -0.001, -0.005], [-0.005, 0.010, 0.003], [-0.001, -0.006, -0.007], [0.010, 0.026, 0.001], [-0.003, 0.009, 0.008], [-0.043, 0.001, 0.004]],
  "s2": 0.77,
  "total_charge": 1,
  "e_above_lowest_kcal_mol": 21.7,
  "spin_multiplicity": 2,
  "e_tot_ev": -94250.4021,
  "lumo_ha": [-0.1566, -0.1515],
  "largest_force_ev_per_a": 1.49,
  "orbital_gap_ev": [6.199, 6.443]
}

{
  "formula": "C3H6N4O2",
  "method": "ωB97M-V with the def2-TZVPD basis set",
  "species": ["H", "N", "N", "C", "C", "N", "O", "C", "N", "O", "H", "H", "H", "H", "H"],
  "coordinates": [[-2.8143, 0.1158, -0.8953], [-1.8378, -0.0087, -1.1427], [-1.1981, 0.2121, -0.0300], [0.1139, -0.1204, 0.0447], [0.8339, 0.2403, 1.2256], [0.3959, 0.8788, 2.3281], [-0.9468, 1.1817, 2.5061], [0.9599, -0.6075, -1.1173], [0.3399, -1.2518, -2.1449], [2.1851, -0.5233, -1.0548], [1.8571, -0.2386, 1.0025], [1.0483, 0.9231, 3.1598], [-1.3840, 1.0561, 1.5562], [-0.6381, -0.6101, -2.5038], [1.0853, -1.2476, -2.9341]],
  "forces_ev_per_angstrom": [[-0.248, 0.519, -0.274], [0.957, 0.186, 2.300], [-1.562, -0.626, -1.784], [0.874, 1.310, 0.652], [-0.283, -1.277, -1.462], [2.054, -1.435, -0.952], [-0.204, -0.007, -1.254], [0.420, -0.085, 1.248], [-1.646, 2.901, -3.945], [-0.385, -0.024, 0.219], [-0.865, 1.558, 1.509], [-1.803, 0.168, -1.224], [1.119, -0.159, 1.562], [3.287, -2.646, 1.831], [-1.717, -0.382, 1.576]],
  "total_charge": 0,
  "e_above_lowest_kcal_mol": 109.9,
  "spin_multiplicity": 1,
  "e_tot_ev": -13259.5055,
  "lumo_ha": -0.0057,
  "largest_force_ev_per_a": 5.17,
  "orbital_gap_ev": 8.363,
  "smiles": "[H]/N=N/C(=C\\NO)C(N)=O"
}